1.
ORCA calculation (wB97M-V/def2-TZVPD) on a gas-phase ion, C7H12NO (charge +1).

Each line ends with the Löwdin spin population.
CARTESIAN COORDINATES (ANGSTROEM)
C (-2.655, 1.500, -1.153)  0.26
C (-2.138, 0.718, -0.411)  0.08
C (0.158, 0.307, 1.098)  0.12
C (0.898, 0.824, -0.195)  0.14
C (-1.841, -0.504, 0.229)  0.41
C (1.198, -0.382, -0.998)  0.07
C (-2.863, -1.568, 0.184)  0.06
N (2.005, 1.554, 0.323)  0.53
O (-0.722, -0.700, 0.888)  0.21
H (-3.076, 2.385, -1.699)  0.02
H (0.968, -0.039, 1.737)  0.00
H (-0.435, 1.134, 1.514)  0.01
H (0.312, 1.638, -0.709)  0.00
H (0.388, -0.761, -1.632)  0.01
H (1.697, -1.148, -0.534)  0.00
H (1.822, -0.034, -1.848)  0.00
H (-2.333, -2.306, 0.817)  0.00
H (-3.076, -1.878, -0.865)  0.02
H (-3.681, -1.113, 0.798)  0.02
H (2.792, 0.899, 0.525)  0.01
H (2.157, 2.357, -0.335)  0.02

Cartesian forces, eV/Å:
C -1.34 3.65 -2.15
C 1.03 -2.60 1.46
C -1.22 0.70 1.35
C -1.05 3.20 0.22
C -2.29 2.72 -2.55
C 0.38 1.14 -4.02
C 1.06 0.20 1.48
N 0.50 -1.59 -2.81
O 2.31 -2.03 1.00
H 0.60 -1.61 0.87
H -0.34 -0.18 0.29
H 0.67 0.30 0.06
H -0.01 -1.47 0.28
H -0.66 0.09 1.06
H 1.04 -1.84 1.43
H 0.32 -0.10 0.58
H -1.01 -0.58 -0.60
H -0.23 0.07 1.06
H -0.08 -0.99 -0.96
H -0.20 1.26 0.27
H 0.53 -0.34 1.66

For the energy, the calculation gives -403.4178 Eh. For the LUMO energy (spin up / spin down), the calculation gives -3.3 / -8.9 eV. The largest force on an atom comes out at 4.445 eV/Å. Its HOMO-LUMO gap (spin up / spin down) is 7.180 / 5.093 eV. The value obtained for the HOMO energy (spin up / spin down) is -10.451 / -13.950 eV. The energy relative to the best compared isomer or geometry (same formula, charge and spin) is 202.51 kJ/mol. Its total charge is +1. Its multiplicity is 3.

2.
ORCA calculation (wB97M-V/def2-TZVPD) on 2 unconnected molecules or ions with the total composition C2H4O4S2.

Each line ends with the Löwdin charge.
CARTESIAN COORDINATES (ANGSTROEM)
C (-0.974, 0.399, 1.578)  -0.16
C (1.397, 0.228, -0.573)  -0.15
O (-0.846, -1.773, -0.163)  -0.33
O (-3.063, -0.865, 0.126)  -0.25
O (-1.111, 0.629, -0.836)  -0.39
O (0.273, 2.492, 0.042)  -0.30
S (-1.649, -0.661, 0.230)  0.55
S (0.019, 1.063, 0.187)  0.70
H (1.011, -1.469, 1.383)  0.19
H (1.433, 0.465, -1.576)  0.06
H (2.213, 0.322, 0.085)  0.06
H (1.297, -0.830, -0.483)  0.02

Cartesian forces, eV/Å:
C 0.69 -0.59 -0.94
C -0.62 -1.33 2.52
O 0.44 -0.27 0.16
O 0.89 1.10 0.43
O -0.90 -0.61 -0.05
O -0.24 -1.81 1.02
S -1.27 -0.56 -0.29
S 0.18 2.40 -1.38
H -0.15 0.08 0.44
H 0.40 1.17 -1.90
H 1.52 1.23 0.24
H -0.96 -0.82 -0.24

For the energy, the calculation gives -1175.6004 Eh. For the LUMO energy (spin up / spin down), the calculation gives -2.3 / -1.5 eV. The largest force on an atom comes out at 2.918 eV/Å. Its HOMO-LUMO gap (spin up / spin down) is 8.370 / 9.018 eV. The value obtained for the HOMO energy (spin up / spin down) is -10.707 / -10.477 eV. The energy relative to the best compared isomer or geometry (same formula, charge and spin) is 987.38 kJ/mol.

3.
ORCA calculation (wB97M-V/def2-TZVPD) on a single C6H9N molecule.

Each line ends with the Löwdin charge.
CARTESIAN COORDINATES (ANGSTROEM)
C (-0.464, -1.473, -1.347)  -0.05
C (-1.158, 1.129, 0.551)  -0.01
C (0.327, 0.939, 0.663)  -0.32
C (1.259, 2.105, 0.651)  -0.08
C (0.658, -0.355, 0.559)  -0.02
C (-0.555, -1.128, 0.148)  -0.36
N (-1.578, -0.105, 0.339)  -0.02
H (-0.048, -0.619, -1.891)  0.09
H (-1.454, -1.691, -1.762)  0.08
H (0.182, -2.343, -1.496)  0.08
H (2.225, 1.887, 1.113)  0.07
H (0.821, 2.992, 1.110)  0.07
H (1.441, 2.353, -0.399)  0.08
H (1.653, -0.784, 0.583)  0.12
H (-0.773, -2.031, 0.726)  0.14
H (-2.551, -0.316, 0.160)  0.13

Cartesian forces, eV/Å:
C 0.01 -0.12 -0.06
C 0.04 -0.33 0.07
C 0.04 0.05 -0.08
C 0.09 0.08 0.03
C -0.07 0.05 -0.14
C 0.01 -0.09 -0.03
N -0.13 0.33 -0.16
H -0.09 -0.16 0.07
H 0.14 -0.11 0.11
H -0.06 0.10 -0.07
H -0.10 -0.01 -0.02
H -0.02 -0.13 0.08
H 0.07 0.11 0.09
H -0.09 0.03 -0.05
H 0.02 0.13 0.10
H 0.12 0.05 0.05

For the energy, the calculation gives -288.6969 Eh. For the LUMO energy, the calculation gives 0.8 eV. The largest force on an atom comes out at 0.386 eV/Å. Its HOMO-LUMO gap is 8.889 eV. The value obtained for the HOMO energy is -8.137 eV. The energy relative to the best compared isomer or geometry (same formula, charge and spin) is 223.50 kJ/mol.